(1)
Density functional theory data (ωB97M-V/def2-TZVPD) for a structure of composition C22H36BrIO8PtSSi at a distorted geometry.

Element x y z (Å)
Pt: -1.62 -0.77 0.38
O: -3.49 -1.07 -4.10
C: -3.55 -1.24 -2.78
O: -3.38 -2.30 -2.24
C: -3.91 0.05 -2.09
O: -3.75 -0.07 -0.70
C: -4.04 1.19 -0.06
C: -3.56 1.28 1.39
O: -4.13 2.09 2.10
O: -2.54 0.56 1.73
H: -3.24 -1.91 -4.50
H: -4.95 0.26 -2.34
H: -3.29 0.85 -2.49
H: -5.11 1.36 -0.06
H: -3.55 2.00 -0.60
C: 0.90 -0.34 1.81
C: 2.25 -0.71 1.21
C: 2.58 -2.17 1.47
C: 3.32 0.21 1.78
O: 2.23 -0.55 -0.21
Si: 1.39 0.42 -1.21
S: -0.58 -0.35 -1.61
O: 2.03 0.37 -2.69
C: 3.33 0.60 -3.26
C: 3.49 -0.41 -4.39
C: 4.43 0.41 -2.22
C: 3.35 2.03 -3.79
O: 1.40 1.89 -0.53
C: 0.67 3.13 -0.66
C: -0.44 3.13 0.39
C: 1.67 4.24 -0.38
C: 0.10 3.29 -2.06
H: 0.83 -0.62 2.86
H: 0.11 -0.91 1.25
H: 0.70 0.73 1.71
H: 2.59 -2.37 2.55
H: 3.56 -2.41 1.05
H: 1.83 -2.81 0.99
H: 3.36 0.14 2.87
H: 3.11 1.25 1.50
H: 4.30 -0.06 1.38
H: 3.47 -1.42 -3.98
H: 4.44 -0.25 -4.91
H: 2.67 -0.30 -5.10
H: 4.37 -0.59 -1.78
H: 4.33 1.14 -1.41
H: 5.41 0.54 -2.68
H: 2.51 2.17 -4.48
H: 4.28 2.23 -4.32
H: 3.25 2.73 -2.97
H: -0.01 3.08 1.39
H: -1.11 2.28 0.25
H: -1.03 4.05 0.31
H: 2.18 4.05 0.57
H: 1.16 5.20 -0.32
H: 2.42 4.29 -1.17
H: -0.62 2.50 -2.28
H: 0.90 3.23 -2.80
H: -0.40 4.25 -2.15
Br: -0.17 -3.64 3.29
C: -1.88 -3.92 4.05
C: -1.94 -4.44 5.33
C: -3.16 -4.69 5.92
C: -4.34 -4.41 5.23
C: -4.28 -3.89 3.96
C: -3.05 -3.64 3.36
I: -3.08 -2.94 1.37
H: -1.02 -4.65 5.86
H: -3.21 -5.11 6.92
H: -5.30 -4.61 5.69
H: -5.19 -3.65 3.42

Results
LUMO level (alpha / beta): 0.3 / -1.5 eV
strongest force on any atom: 1.1 eV/Å
spin multiplicity: 3
ΔE to the lowest compared entry with this formula, charge and spin: 18.6 kcal/mol
HOMO (alpha / beta): -8.2 / -8.7 eV
gap between HOMO and LUMO (alpha / beta): 8.45 / 7.13 eV
calculated total energy: -5140.68263 Ha
M: 890.56 g/mol

(2)
Density functional theory data (ωB97M-V/def2-TZVPD) for a cluster of 10 separate species, C4H28N2O10 in total at a distorted geometry.

Element x y z (Å)
C: -0.80 1.79 2.39
N: -0.65 1.24 1.17
C: 0.48 3.04 -0.07
C: 0.45 1.54 0.23
C: 1.80 1.06 0.80
N: 2.40 0.05 -0.09
O: 0.09 2.36 2.99
H: -1.79 1.67 2.86
H: -1.42 0.73 0.76
H: 1.33 3.29 -0.69
H: 0.62 3.50 0.91
H: -0.42 3.43 -0.52
H: 0.20 0.99 -0.67
H: 2.48 1.91 0.87
H: 1.76 0.77 1.85
H: 1.69 -0.40 -0.66
H: 2.72 -0.76 0.44
H: 0.21 -2.34 -1.64
H: -0.29 -1.70 -2.92
O: -0.52 -2.39 -2.28
H: -1.34 0.08 -1.89
H: -2.20 1.07 -2.71
O: -1.29 0.81 -2.51
H: 4.31 2.42 -1.11
H: 3.40 1.22 -1.47
O: 3.59 2.15 -1.68
H: -2.66 -1.08 -0.56
H: -3.81 -0.42 0.37
O: -3.07 -0.27 -0.21
H: 1.29 -3.13 0.34
H: 0.55 -2.26 1.28
O: 0.68 -2.39 0.30
H: -2.65 -2.41 2.10
H: -2.37 -0.89 2.13
O: -2.55 -1.66 2.67
H: -1.10 -2.77 0.14
H: -2.19 -3.11 -0.86
O: -2.08 -2.83 0.07
H: -0.72 -1.88 3.18
H: 0.61 -1.07 2.96
O: 0.22 -1.96 2.91
H: 1.77 0.40 -3.79
H: 0.24 0.37 -3.62
O: 1.02 -0.20 -3.76

Results
LUMO level: 0.1 eV
strongest force on any atom: 1.6 eV/Å
ΔE to the lowest compared entry with this formula, charge and spin: 34.8 kcal/mol
HOMO: -9.5 eV
gap between HOMO and LUMO: 9.61 eV
calculated total energy: -1031.14867 Ha
M: 264.27 g/mol

> Which of these has the lowest strongest force on any atom?

C22H36BrIO8PtSSi

> M of number 1 (C22H36BrIO8PtSSi)?

890.56 g/mol